Entry 1:
Formula: C36H54CsIN5O6P
Source: the Open Molecules 2025 dataset
Level of theory: wB97M-V/def2-TZVPD

Properties
**Charge**: -2
**Maximum force**: 0.1 eV/Å
**Calculated total energy**: -75886.6046 eV
**2S+1**: 1
**LUMO energy**: 3.4 eV
**HOMO energy**: -1.7723 eV

Positions of all 104 atoms, in Å:
Cs  0.962  -1.816  -1.125
C  1.639  3.447  4.589
O  1.394  2.290  5.357
C  1.386  1.094  4.683
C  1.079  -0.032  5.471
C  1.043  -1.257  4.854
C  1.278  -1.446  3.481
C  1.175  -2.791  2.912
C  1.069  -3.974  3.874
O  1.154  -3.040  1.717
C  1.596  -0.298  2.669
O  1.832  -0.352  1.428
C  1.646  0.972  3.345
H  1.574  4.289  5.276
H  0.897  3.566  3.796
H  2.635  3.424  4.136
H  0.869  0.092  6.525
H  0.795  -2.118  5.462
H  1.848  -3.954  4.638
H  1.152  -4.883  3.282
H  0.100  -3.968  4.378
H  1.872  1.826  2.722
N  -2.007  -1.982  -1.121
P  -2.956  -1.194  -0.252
N  -3.257  -1.863  1.302
C  -3.043  -3.292  1.437
C  -2.779  -3.673  2.909
C  -2.357  -2.445  3.705
C  -3.504  -1.434  3.715
C  -4.137  -1.316  2.305
N  -2.658  0.424  0.263
C  -1.560  0.565  1.234
C  -1.131  2.033  1.360
C  -2.319  2.951  1.098
C  -2.776  2.784  -0.360
C  -2.471  1.362  -0.846
N  -4.509  -0.888  -0.958
C  -4.957  -1.819  -1.969
C  -5.662  -1.087  -3.108
C  -6.812  -0.239  -2.568
C  -6.310  0.692  -1.468
C  -5.570  -0.096  -0.385
H  -2.196  -3.540  0.799
H  -3.910  -3.866  1.063
H  -2.015  -4.454  2.954
H  -3.686  -4.091  3.365
H  -1.480  -1.995  3.236
H  -2.077  -2.709  4.729
H  -3.135  -0.462  4.052
H  -4.268  -1.751  4.435
H  -4.328  -0.270  2.071
H  -5.114  -1.833  2.296
H  -0.691  -0.044  0.959
H  -1.907  0.206  2.205
H  -0.334  2.251  0.642
H  -0.712  2.192  2.356
H  -2.070  3.995  1.310
H  -3.134  2.672  1.773
H  -2.255  3.501  -1.003
H  -3.848  2.991  -0.443
H  -1.447  1.304  -1.235
H  -3.134  1.078  -1.663
H  -5.664  -2.558  -1.540
H  -4.074  -2.355  -2.318
H  -6.029  -1.807  -3.847
H  -4.931  -0.443  -3.606
H  -7.576  -0.906  -2.147
H  -7.294  0.330  -3.370
H  -7.143  1.246  -1.020
H  -5.618  1.424  -1.897
H  -6.306  -0.729  0.148
H  -5.140  0.594  0.340
C  6.617  3.307  -5.054
C  6.116  1.976  -4.556
C  6.517  1.474  -3.322
C  6.046  0.255  -2.842
C  6.495  -0.283  -1.510
C  5.153  -0.490  -3.616
C  4.721  0.009  -4.847
C  3.724  -0.772  -5.660
C  5.210  1.230  -5.302
C  4.689  -1.872  -3.148
O  5.550  -2.767  -3.242
O  3.510  -1.944  -2.734
H  7.545  3.587  -4.554
H  5.890  4.100  -4.863
H  6.806  3.279  -6.130
H  7.209  2.049  -2.714
H  7.138  0.430  -0.992
H  7.031  -1.223  -1.650
H  5.633  -0.506  -0.876
H  4.029  -1.815  -5.751
H  3.609  -0.344  -6.658
H  2.752  -0.775  -5.162
H  4.877  1.604  -6.267
N  2.949  1.475  -0.221
C  2.327  1.784  -1.362
O  1.182  1.454  -1.640
C  3.112  2.563  -2.406
I  4.124  4.300  -1.653
H  2.498  0.827  0.462
H  3.927  1.690  -0.127
H  2.422  2.924  -3.158
H  3.887  1.946  -2.859

Entry 2:
Formula: C6H17NO3
Source: the Open Molecules 2025 dataset
Level of theory: wB97M-V/def2-TZVPD

Properties
**Charge**: 0
**Maximum force**: 1.7 eV/Å
**Calculated total energy**: -14128.8713 eV
**SMILES**: C=N/C=C/CCC.O.O.O
**2S+1**: 1
**LUMO energy**: 0.3 eV
**HOMO energy**: -9.3840 eV

Positions of all 27 atoms, in Å:
C  0.682  -2.717  -1.700
C  1.427  -1.855  -0.691
C  0.793  -1.837  0.716
C  -0.234  -0.737  0.783
C  -0.111  0.474  1.304
N  -1.029  1.501  1.004
C  -1.364  2.368  1.854
H  1.105  -2.634  -2.691
H  0.721  -3.762  -1.400
H  -0.350  -2.397  -1.862
H  2.370  -2.383  -0.509
H  1.710  -0.866  -1.040
H  0.348  -2.805  0.924
H  1.582  -1.567  1.422
H  -1.128  -1.012  0.242
H  0.784  0.699  1.880
H  -1.148  2.391  2.925
H  -2.094  3.123  1.563
H  1.653  3.236  -1.062
H  2.890  2.457  -1.498
O  2.568  3.049  -0.813
H  -0.393  2.161  -0.951
H  -1.225  2.900  -1.971
O  -0.316  2.620  -1.802
H  -3.349  -0.149  0.829
H  -2.499  -1.299  1.191
O  -3.393  -0.961  1.353

Entry 3:
Formula: C3H9NO
Source: the Open Molecules 2025 dataset
Level of theory: wB97M-V/def2-TZVPD

Properties
**Charge**: +1
**Maximum force**: 5.7 eV/Å
**Calculated total energy**: -6783.8932 eV
**<S²>**: 0.763
**2S+1**: 2
**LUMO energy (spin up / spin down)**: -5.6 / -7.5 eV
**HOMO energy (spin up / spin down)**: -14.4775 / -14.4791 eV

Positions of all 14 atoms, in Å:
C  0.629  1.885  0.752
O  1.577  1.168  -0.052
H  1.138  2.608  1.494
H  -0.116  2.341  0.137
H  0.030  1.257  1.382
C  -0.895  -1.567  -0.580
C  -1.236  -0.837  0.491
N  -0.183  -1.092  -1.698
H  -1.198  -2.714  -0.733
H  -0.928  -1.226  1.506
H  -1.743  0.097  0.552
H  0.028  -1.926  -2.323
H  2.192  0.663  0.471
H  0.704  -0.657  -1.399

Entry 4:
Formula: C4H5N3
Source: the Open Molecules 2025 dataset
Level of theory: wB97M-V/def2-TZVPD

Properties
**Charge**: 0
**Maximum force**: 4.2 eV/Å
**Calculated total energy**: -8696.6578 eV
**2S+1**: 1
**LUMO energy**: 0.2 eV
**HOMO energy**: -8.9234 eV

Positions of all 12 atoms, in Å:
N  0.065  -0.263  1.858
C  -0.005  -0.037  0.496
C  0.141  -1.282  -0.316
N  0.226  -1.447  -1.568
C  -0.550  1.512  -2.451
N  -0.424  1.451  -1.319
C  -0.249  1.198  0.001
H  0.627  -1.051  2.149
H  0.178  0.546  2.452
H  0.189  -2.188  0.308
H  0.148  -0.507  -2.255
H  -0.345  2.067  0.645

Entry 5:
Formula: C3H9NO
Source: the Open Molecules 2025 dataset
Level of theory: wB97M-V/def2-TZVPD

Properties
**Charge**: 0
**Maximum force**: 3.2 eV/Å
**Calculated total energy**: -6793.3628 eV
**SMILES**: C[C@@H](O)CN
**2S+1**: 1
**LUMO energy**: 1.0 eV
**HOMO energy**: -9.7356 eV

Positions of all 14 atoms, in Å:
C  -1.077  0.122  -0.025
C  0.393  0.340  0.407
C  0.699  -0.264  1.747
O  1.213  -0.174  -0.661
N  -1.277  0.101  -1.475
H  -1.744  0.916  0.288
H  -1.433  -0.895  0.287
H  0.744  1.415  0.302
H  -0.124  -0.152  2.440
H  1.537  0.136  2.181
H  0.900  -1.343  1.538
H  0.738  -1.045  -0.614
H  -0.527  -0.503  -1.723
H  -0.948  0.959  -1.855

Entry 6:
Formula: C3H9NO2P
Source: the Open Molecules 2025 dataset
Level of theory: wB97M-V/def2-TZVPD

Properties
**Charge**: -1
**Maximum force**: 6.8 eV/Å
**Calculated total energy**: -18131.7560 eV
**SMILES**: CN(C)[P@@](C)(=O)[O-]
**2S+1**: 1
**LUMO energy**: 4.0 eV
**HOMO energy**: -3.8130 eV

Positions of all 16 atoms, in Å:
C  -0.624  -1.337  0.267
C  -0.918  0.609  1.623
C  0.755  0.314  -2.058
N  -0.604  0.139  0.313
O  1.108  2.086  0.097
O  2.160  -0.603  0.503
P  0.938  0.631  -0.196
H  0.206  -1.804  0.860
H  -1.607  -1.642  0.355
H  -0.481  -1.592  -0.786
H  -1.047  1.715  1.561
H  -1.808  0.183  2.106
H  -0.199  0.305  2.561
H  1.707  0.322  -2.636
H  0.211  -0.592  -2.213
H  0.203  1.266  -2.356

Entry 7:
Formula: C7H15NO2P
Source: the Open Molecules 2025 dataset
Level of theory: wB97M-V/def2-TZVPD

Properties
**Charge**: +1
**Maximum force**: 1.0 eV/Å
**Calculated total energy**: -22370.4857 eV
**2S+1**: 1
**LUMO energy**: -3.7 eV
**HOMO energy**: -13.0470 eV

Positions of all 26 atoms, in Å:
C  3.019  0.871  -0.711
C  -0.461  -2.510  0.958
C  -0.391  -1.030  1.361
C  -0.546  -2.452  -0.572
C  -1.006  -0.322  0.210
C  -1.547  1.920  -1.388
C  -0.594  2.207  1.311
N  -1.064  -1.119  -0.813
O  4.169  0.252  -0.676
O  1.930  0.364  -0.605
P  -1.824  1.268  0.316
H  3.182  1.951  -0.847
H  0.396  -3.079  1.306
H  -1.364  -2.965  1.368
H  -0.872  -0.810  2.312
H  0.647  -0.682  1.416
H  0.436  -2.544  -1.049
H  -1.213  -3.204  -0.996
H  -1.798  2.980  -1.378
H  -2.212  1.431  -2.099
H  -0.507  1.806  -1.689
H  -0.956  3.228  1.425
H  0.378  2.220  0.821
H  -0.509  1.768  2.304
H  4.090  -0.711  -0.556
H  -1.382  -0.838  -1.730

Entry 8:
Formula: C42H46N6O4PtTe
Source: the Open Molecules 2025 dataset
Level of theory: wB97M-V/def2-TZVPD

Properties
**Charge**: +3
**Maximum force**: 1.3 eV/Å
**Calculated total energy**: -71939.3927 eV
**<S²>**: 8.776
**2S+1**: 6
**LUMO energy (spin up / spin down)**: -8.4 / -11.2 eV
**HOMO energy (spin up / spin down)**: -15.7012 / -16.2298 eV

Positions of all 100 atoms, in Å:
Pt  0.380  0.443  0.467
O  6.694  1.962  -2.398
N  6.829  1.288  -1.395
O  7.857  1.086  -0.801
C  5.577  0.803  -0.763
C  5.660  -0.343  -0.067
C  4.474  -0.937  0.486
C  4.476  -2.177  1.153
C  3.293  -2.703  1.604
C  2.110  -1.985  1.400
N  2.101  -0.808  0.799
C  3.259  -0.282  0.332
C  3.198  0.974  -0.368
N  1.978  1.568  -0.457
C  1.846  2.706  -1.119
C  2.942  3.339  -1.706
C  4.184  2.762  -1.624
C  4.339  1.530  -0.948
H  6.621  -0.827  0.050
H  5.409  -2.710  1.295
H  3.253  -3.657  2.110
H  1.153  -2.375  1.727
H  0.852  3.133  -1.162
H  2.800  4.278  -2.222
H  5.036  3.236  -2.085
C  -2.619  4.086  -5.326
C  -2.682  2.986  -4.303
C  -3.168  1.728  -4.626
C  -3.267  0.696  -3.691
C  -3.878  -0.613  -4.118
C  -2.795  0.994  -2.413
Te  -3.040  -0.530  -0.874
N  -0.788  -0.517  -0.813
C  -0.647  -1.530  -1.800
O  -1.752  -1.930  -2.206
C  0.597  -2.078  -2.291
C  0.580  -3.382  -2.810
C  1.740  -3.934  -3.316
C  2.912  -3.184  -3.338
C  2.926  -1.877  -2.861
C  1.775  -1.328  -2.332
C  -2.946  -2.162  0.598
C  -3.455  -3.391  0.202
C  -3.984  -3.734  -1.166
C  -3.464  -4.392  1.180
C  -3.044  -4.172  2.480
C  -3.110  -5.255  3.519
C  -2.588  -2.895  2.825
C  -2.547  -1.861  1.908
C  -2.053  -0.508  2.334
C  -2.365  2.260  -2.003
C  -2.041  2.629  -0.582
C  -2.293  3.234  -2.986
H  -2.939  3.741  -6.307
H  -1.603  4.472  -5.413
H  -3.263  4.915  -5.031
H  -3.510  1.537  -5.637
H  -4.327  -0.506  -5.103
H  -4.676  -0.934  -3.444
H  -3.137  -1.408  -4.176
H  -0.339  -3.952  -2.794
H  1.737  -4.942  -3.708
H  3.814  -3.615  -3.751
H  3.831  -1.287  -2.934
H  1.758  -0.293  -2.036
H  -4.212  -2.868  -1.787
H  -4.904  -4.309  -1.068
H  -3.267  -4.347  -1.712
H  -3.844  -5.370  0.905
H  -3.431  -6.202  3.092
H  -3.816  -4.980  4.304
H  -2.138  -5.402  3.991
H  -2.284  -2.700  3.848
H  -1.903  -0.433  3.408
H  -2.691  0.320  2.016
H  -1.062  -0.361  1.853
H  -1.198  2.048  -0.178
H  -2.887  2.481  0.094
H  -1.762  3.680  -0.522
H  -1.960  4.230  -2.714
C  -1.080  3.638  4.088
N  -0.028  3.157  3.188
C  0.237  4.002  2.029
C  0.511  1.935  3.263
O  0.997  1.388  2.199
N  0.627  1.319  4.444
C  0.752  2.067  5.706
C  1.029  -0.079  4.523
H  -1.860  4.093  3.478
H  -0.711  4.384  4.791
H  -1.521  2.809  4.633
H  0.291  5.037  2.364
H  -0.563  3.922  1.289
H  1.188  3.732  1.578
H  1.120  3.071  5.509
H  1.487  1.551  6.319
H  -0.183  2.118  6.259
H  0.861  -0.568  3.571
H  0.443  -0.579  5.294
H  2.086  -0.158  4.784

Entry 9:
Formula: N3O3S
Source: the Open Molecules 2025 dataset
Level of theory: wB97M-V/def2-TZVPD

Properties
**Charge**: -1
**Maximum force**: 2.7 eV/Å
**Calculated total energy**: -21441.0216 eV
**<S²>**: 2.008
**2S+1**: 3
**LUMO energy (spin up / spin down)**: 3.9 / 2.7 eV
**HOMO energy (spin up / spin down)**: -2.5283 / -3.8443 eV

Positions of all 7 atoms, in Å:
N  0.677  0.041  1.052
N  -1.081  -0.862  -0.759
N  0.415  0.979  0.264
O  -0.551  0.824  -0.635
O  -0.418  -1.588  -1.444
O  1.229  1.945  0.285
S  -0.271  -1.340  1.236

Entry 10:
Formula: C4H7NO
Source: the Open Molecules 2025 dataset
Level of theory: wB97M-V/def2-TZVPD

Properties
**Charge**: 0
**Maximum force**: 0.4 eV/Å
**Calculated total energy**: -7792.8538 eV
**2S+1**: 1
**LUMO energy (spin up / spin down)**: 0.0 / 0.0 eV
**HOMO energy (spin up / spin down)**: -7.7663 / -7.7719 eV

Positions of all 13 atoms, in Å:
O  1.036  -1.017  1.352
C  0.166  0.003  0.252
C  -0.332  -1.278  -0.055
N  -0.935  0.753  -0.949
C  -0.924  0.973  0.521
C  0.548  0.753  -0.977
H  1.902  -1.165  0.936
H  0.114  -1.879  -0.842
H  -1.175  -1.688  0.492
H  -0.605  1.972  0.843
H  -1.815  0.629  1.052
H  1.000  0.212  -1.813
H  1.020  1.731  -0.814

Entry 11:
Formula: C5H8O
Source: the Open Molecules 2025 dataset
Level of theory: wB97M-V/def2-TZVPD

Properties
**Charge**: 0
**Maximum force**: 1.2 eV/Å
**Calculated total energy**: -7359.9469 eV
**SMILES**: O[C@H]1C[C@H]2C[C@H]21
**2S+1**: 1
**LUMO energy**: 1.0 eV
**HOMO energy**: -9.8212 eV

Positions of all 14 atoms, in Å:
O  -1.291  1.847  0.100
C  -0.783  0.600  0.529
C  -1.055  -0.619  -0.363
C  0.350  -1.094  0.029
C  1.390  -0.295  -0.670
C  0.702  0.299  0.561
H  -0.547  2.453  -0.008
H  -0.991  0.324  1.586
H  -1.156  -0.335  -1.420
H  -1.876  -1.285  -0.093
H  0.523  -2.045  0.509
H  1.242  0.043  -1.701
H  2.427  -0.597  -0.480
H  1.224  0.685  1.442

Entry 12:
Formula: ClHf
Source: the Open Molecules 2025 dataset
Level of theory: wB97M-V/def2-TZVPD

Properties
**Charge**: +3
**Maximum force**: 5.9 eV/Å
**Calculated total energy**: -13781.0459 eV
**2S+1**: 1
**LUMO energy**: -21.8 eV
**HOMO energy**: -28.2681 eV

Positions of all 2 atoms, in Å:
Hf  -9.955  6.783  -10.854
Cl  -9.066  4.418  -9.753

Number 1: molar mass 943.640 g mol⁻¹. Number 2: molar mass 151.206 g mol⁻¹. Number 3: molar mass 75.111 g mol⁻¹. Number 4: molar mass 95.105 g mol⁻¹. Number 5: molar mass 75.111 g mol⁻¹. Number 6: molar mass 122.084 g mol⁻¹. Number 7: molar mass 176.176 g mol⁻¹. Number 8: molar mass 1021.546 g mol⁻¹. Number 9: molar mass 122.085 g mol⁻¹. Number 10: molar mass 85.106 g mol⁻¹. Number 11: molar mass 84.118 g mol⁻¹. Number 12: molar mass 213.943 g mol⁻¹.